[1]
{"formula": "H4N2", "method": "wB97M-V/def2-TZVPD", "elements": ["H", "H", "H", "H", "N", "N"], "xyz": [[-1.1781, 0.1112, 0.8698], [0.2994, -0.3153, 1.5208], [1.0858, -0.6959, -0.6371], [0.2292, 0.7725, -1.3316], [-0.1562, 0.2752, 0.6708], [0.0939, -0.2570, -0.7311]], "atomic_forces_ev_per_a": [[1.3, 0.2, -0.6], [-0.9, 1.3, -3.2], [-2.1, 1.3, -0.6], [-0.1, -4.0, 2.2], [-0.4, -1.5, 2.1], [2.2, 2.7, 0.1]], "homo_energy_ev": -8.7825, "homo_lumo_gap_ev": 10.01, "max_force_ev_per_a": 4.53, "relative_energy_kcal_mol": 26.2, "lumo_ev": 1.2, "smiles": "NN", "total_energy_ev": -3042.869}

=====

[2]
{"formula": "H4N2O2P", "method": "wB97M-V/def2-TZVPD", "elements": ["N", "N", "O", "O", "P", "H", "H", "H", "H"], "xyz": [[-0.0990, -0.7924, 1.0167], [0.5303, 0.9088, -0.8489], [-1.6485, 1.4275, 0.7421], [-1.6529, -0.5328, -1.0299], [-0.8866, 0.3845, -0.0062], [-0.9070, -0.8417, 1.6198], [0.4627, -0.1315, 1.5225], [0.6241, 1.7570, -1.3798], [0.5683, 0.0730, -1.4470]], "atomic_forces_ev_per_a": [[-0.6, 1.4, -0.3], [0.1, -1.1, 0.5], [0.8, 0.1, 0.2], [1.3, 2.0, 1.9], [-2.1, -2.4, -3.7], [-0.3, -0.9, 0.8], [1.0, 0.1, 0.8], [-0.6, 0.1, 0.0], [0.5, 0.8, -0.2]], "homo_energy_ev": -4.2262, "homo_lumo_gap_ev": 8.85, "max_force_ev_per_a": 4.89, "total_charge": -1, "relative_energy_kcal_mol": 17.6, "lumo_ev": 4.6, "smiles": "NP(N)(=O)[O-]", "total_energy_ev": -16432.753}

=====

[3]
{"formula": "H4N2O2S", "method": "wB97M-V/def2-TZVPD", "elements": ["N", "N", "O", "O", "S", "H", "H", "H", "H"], "xyz": [[0.0164, 0.0622, 1.5475], [0.3866, -0.8775, -1.1055], [-1.7874, 0.3426, -0.1694], [0.3621, 0.4023, -1.6881], [-0.8947, -0.6697, 0.3593], [1.0148, -0.0316, 1.5740], [-0.3390, 0.9585, 1.8453], [0.0010, -1.5301, -1.7843], [-0.5364, 0.7809, -1.5397]], "atomic_forces_ev_per_a": [[-0.2, -0.1, -0.2], [-0.5, 1.3, 2.2], [-0.6, 1.0, -0.1], [0.2, 0.0, -0.2], [1.4, -1.9, -1.2], [0.3, -0.1, -0.3], [0.0, 0.2, -0.3], [-0.6, -0.1, 0.1], [0.1, -0.3, -0.1]], "homo_energy_ev": -9.5527, "homo_lumo_gap_ev": 10.31, "max_force_ev_per_a": 2.65, "relative_energy_kcal_mol": 63.5, "lumo_ev": 0.8, "total_energy_ev": -17972.393}

=====

[4]
{"formula": "H4N2O3Si", "method": "wB97M-V/def2-TZVPD", "elements": ["N", "N", "O", "O", "O", "Si", "H", "H", "H", "H"], "xyz": [[-0.0776, -1.1935, -0.8173], [2.2217, 0.0294, -0.0477], [2.7363, -1.0739, 0.0665], [2.7733, 1.1450, 0.0140], [0.2044, 1.5329, -0.8527], [0.4187, 0.2087, -0.1101], [-0.9118, -1.6662, -0.6177], [0.7668, -1.7945, -0.8920], [-0.1643, 2.3951, -0.6017], [-0.0676, 0.9398, 2.4185]], "atomic_forces_ev_per_a": [[1.9, -0.5, -0.5], [0.7, 1.4, 0.6], [0.3, 0.6, -0.2], [0.1, -2.0, -0.1], [-1.3, 3.2, -1.6], [-0.4, -0.3, 3.8], [-1.1, -0.8, 0.1], [-1.1, 0.0, 0.1], [0.4, -0.8, 0.0], [0.3, -0.8, -2.2]], "homo_energy_ev": [-9.5977, -8.7246], "homo_lumo_gap_ev": [8.50, 7.73], "max_force_ev_per_a": 3.86, "relative_energy_kcal_mol": 82.7, "lumo_ev": [-1.1, -1.0], "total_energy_ev": -17061.181}

=====

[5]
{"formula": "H4N2O3Si", "method": "wB97M-V/def2-TZVPD", "elements": ["N", "N", "O", "O", "O", "Si", "H", "H", "H", "H"], "xyz": [[-1.2564, -1.0874, -0.3152], [1.5299, -0.0270, -0.1958], [1.9107, 0.5396, -1.2132], [2.1861, -0.8953, 0.3315], [-0.6800, 1.8194, -0.0740], [-0.1252, 0.4171, 0.4927], [-2.3032, -1.0736, -0.1660], [-1.1483, -2.0021, 0.1410], [-0.1926, 2.0111, -0.8602], [0.0790, 0.2982, 1.8592]], "atomic_forces_ev_per_a": [[0.3, 1.6, 1.9], [0.7, 0.1, -1.0], [-0.5, 0.5, 0.0], [-0.2, -0.4, 0.8], [0.1, -0.3, 0.9], [-3.2, -4.0, -2.4], [1.4, 1.2, -0.4], [1.1, 0.4, -0.1], [0.4, 0.7, -1.3], [0.1, 0.1, 1.7]], "homo_energy_ev": -10.2091, "homo_lumo_gap_ev": 9.95, "max_force_ev_per_a": 5.65, "relative_energy_kcal_mol": 24.1, "lumo_ev": -0.3, "smiles": "N[Si@H](O)[N+](=O)[O-]", "total_energy_ev": -17063.719}

=====

[6]
{"formula": "H4N3OPS", "method": "wB97M-V/def2-TZVPD", "elements": ["N", "N", "N", "O", "P", "S", "H", "H", "H", "H"], "xyz": [[-0.5398, -0.6705, 1.5571], [1.5099, 0.3960, 0.5425], [-0.7170, 0.2766, -1.0983], [0.5531, -1.9552, -0.5370], [0.1580, -0.6362, -0.0512], [0.7822, 0.5427, 2.0400], [-0.6885, -1.4491, 2.1150], [2.6692, -0.4779, 0.5448], [-1.5711, 0.7145, -0.6863], [-0.9208, 0.1462, -2.0708]], "atomic_forces_ev_per_a": [[1.8, 4.5, -2.6], [2.9, -3.5, -1.1], [-2.2, 1.3, 1.6], [0.2, 0.0, -0.5], [0.8, -1.1, 1.1], [-1.4, -0.7, 1.1], [0.1, -2.0, 0.8], [-4.2, 2.7, 0.1], [1.3, -0.3, -0.2], [0.7, -0.8, -0.2]], "homo_energy_ev": -8.6205, "homo_lumo_gap_ev": 8.83, "max_force_ev_per_a": 5.49, "relative_energy_kcal_mol": 49.1, "lumo_ev": 0.2, "total_energy_ev": -26705.401}

=====

[7]
{"formula": "H4N3OPS", "method": "wB97M-V/def2-TZVPD", "elements": ["N", "N", "N", "O", "P", "S", "H", "H", "H", "H"], "xyz": [[0.9403, 0.6763, 0.9789], [-1.3097, 0.6735, 0.2219], [-0.0368, -1.5620, -0.4556], [0.8072, 0.4236, -1.7432], [0.1750, 0.0620, -0.4532], [-0.5503, 1.4308, 1.6094], [1.7053, 1.3637, 0.9380], [-1.8934, 1.1327, -0.4620], [-0.6230, -2.1138, 0.1524], [0.7856, -2.0868, -0.7866]], "atomic_forces_ev_per_a": [[-0.7, 0.4, 0.2], [1.5, -1.2, -0.8], [0.9, -0.9, -0.1], [-0.5, 0.3, 1.0], [0.0, 0.4, 0.2], [0.3, -0.2, -0.7], [-0.5, -0.6, -0.5], [-0.1, 0.7, 0.4], [0.0, 0.5, 0.2], [-0.8, 0.4, 0.1]], "homo_energy_ev": -8.5639, "homo_lumo_gap_ev": 8.87, "max_force_ev_per_a": 2.05, "relative_energy_kcal_mol": 0.0, "lumo_ev": 0.3, "total_energy_ev": -26707.529}

=====

[8]
{"formula": "H4N3P", "method": "wB97M-V/def2-TZVPD", "elements": ["N", "N", "N", "P", "H", "H", "H", "H"], "xyz": [[0.6280, 0.4510, 0.0870], [-0.7480, -0.2348, -0.4540], [1.4231, 0.6120, -0.8747], [-1.7431, -0.3318, 0.8394], [1.1346, 0.1343, -1.7284], [2.1093, 1.3410, -0.6892], [-0.7215, -0.3066, 1.7571], [-2.0823, -1.6651, 1.0628]], "atomic_forces_ev_per_a": [[-6.5, -2.8, -0.1], [6.7, 2.4, -0.4], [0.4, 0.0, -0.8], [-1.7, 1.0, 1.5], [0.7, 0.6, -0.4], [0.1, -0.5, -0.9], [0.1, 0.1, 1.2], [0.2, -0.8, -0.3]], "homo_energy_ev": [-7.6489, -8.0018], "homo_lumo_gap_ev": [7.35, 8.36], "max_force_ev_per_a": 7.18, "relative_energy_kcal_mol": 71.0, "lumo_ev": [-0.3, 0.4], "smiles": "N/N=N/P", "total_energy_ev": -13819.158}

=====

[9]
{"formula": "H4N4O", "method": "wB97M-V/def2-TZVPD", "elements": ["N", "N", "N", "N", "O", "H", "H", "H", "H"], "xyz": [[0.6250, 1.0806, 0.7314], [0.7035, 0.9730, 1.8914], [0.3393, -1.0645, -1.1116], [-0.4228, -0.7357, -0.0218], [-1.5534, -0.1042, -0.7135], [-2.4344, -0.1683, -0.2821], [1.2717, 1.6861, 2.3294], [1.3349, -1.3537, -0.9468], [0.1363, -0.3133, -1.8764]], "atomic_forces_ev_per_a": [[0.0, 0.2, -0.8], [-0.6, -1.0, 0.3], [-0.2, 1.4, -1.4], [-1.4, -0.1, -1.0], [0.6, -0.1, 0.1], [1.4, -0.5, 0.5], [0.7, 1.0, 0.7], [-1.6, 0.9, 0.2], [1.1, -1.9, 1.5]], "homo_energy_ev": [-7.8834, -7.5749], "homo_lumo_gap_ev": [9.08, 8.69], "max_force_ev_per_a": 2.63, "relative_energy_kcal_mol": 42.8, "lumo_ev": [1.2, 1.1], "total_energy_ev": -8067.024}

=====

[10]
{"formula": "H4N4O2", "method": "wB97M-V/def2-TZVPD", "elements": ["N", "N", "N", "N", "O", "O", "H", "H", "H", "H"], "xyz": [[0.1040, -0.2859, -0.5319], [0.0776, -1.1873, -1.4950], [1.6929, 1.5182, 2.0185], [-0.7432, -0.0483, 0.2583], [-1.9864, -0.7729, 0.2342], [2.7398, 1.6980, 1.4279], [-0.9154, -1.4112, -1.7147], [0.7141, -0.7766, -2.1755], [0.8717, 1.2724, 1.4743], [-2.5550, -0.0066, 0.5039]], "atomic_forces_ev_per_a": [[2.4, 0.5, -0.3], [-1.3, -0.4, -0.6], [0.3, 0.1, 0.3], [-1.6, 1.5, 2.9], [-0.3, 0.8, -0.7], [0.3, 0.1, -0.1], [1.1, -0.1, -0.6], [-0.6, -0.9, -0.5], [-0.7, -0.3, -0.3], [0.4, -1.3, -0.2]], "homo_energy_ev": [-8.4279, -10.2188], "multiplicity": 3, "homo_lumo_gap_ev": [9.11, 9.91], "max_force_ev_per_a": 3.59, "relative_energy_kcal_mol": 0.0, "lumo_ev": [0.7, -0.3], "total_energy_ev": -10113.757}

=====

[11]
{"formula": "H4N5", "method": "wB97M-V/def2-TZVPD", "elements": ["N", "N", "N", "N", "N", "H", "H", "H", "H"], "xyz": [[-1.7674, -1.0675, 1.6262], [-0.4109, 0.7355, 0.3474], [-0.9585, -0.9021, 0.8603], [1.1500, -0.2085, -0.9921], [0.5059, 0.8175, -0.4719], [-2.0203, -0.1340, 2.0917], [0.7838, -1.1616, -1.1805], [1.8731, 0.1487, -1.6463], [0.8443, 1.7720, -0.6348]], "atomic_forces_ev_per_a": [[-2.5, 3.1, 3.7], [-0.6, 1.9, 0.7], [4.4, -2.7, -5.2], [2.8, -0.1, -2.5], [-2.6, -1.6, 2.5], [-0.7, -1.0, 0.0], [-0.3, 1.3, 0.6], [-0.7, -0.9, 0.5], [0.3, -0.1, -0.5]], "homo_energy_ev": [-14.5514, -14.5500], "homo_lumo_gap_ev": [9.09, 9.09], "max_force_ev_per_a": 7.28, "total_charge": 1, "relative_energy_kcal_mol": 103.9, "lumo_ev": [-5.5, -5.5], "total_energy_ev": -7502.778}

=====

[12]
{"formula": "H4NO2P2", "method": "wB97M-V/def2-TZVPD", "elements": ["N", "O", "O", "P", "P", "H", "H", "H", "H"], "xyz": [[0.0717, -0.4600, -0.7104], [0.7247, 1.2156, 1.1259], [-2.5973, -0.0908, -0.5637], [3.1732, -0.2189, -0.2507], [1.1703, 0.2607, 0.1110], [0.3998, -1.1655, -1.2418], [-3.1036, 0.7589, -0.6402], [3.9052, 0.7823, 0.5108], [-1.7157, 0.0691, -0.5335]], "atomic_forces_ev_per_a": [[-1.1, 2.4, 2.0], [-0.1, 1.0, 0.7], [-6.4, 0.3, -0.3], [0.3, 0.1, -0.2], [0.9, -0.2, 0.0], [1.2, -2.9, -2.5], [1.1, -1.3, 0.2], [-0.9, -0.3, -0.1], [4.9, 0.8, 0.1]], "homo_energy_ev": -3.5655, "homo_lumo_gap_ev": 7.77, "max_force_ev_per_a": 6.45, "total_charge": -1, "relative_energy_kcal_mol": 48.0, "lumo_ev": 4.2, "total_energy_ev": -24229.115}

=====

[13]
{"formula": "H4NO2PS", "method": "wB97M-V/def2-TZVPD", "elements": ["N", "O", "O", "P", "S", "H", "H", "H", "H"], "xyz": [[0.2650, -0.3227, 0.9964], [-1.6030, 1.1977, -0.1767], [-0.0664, -0.2056, -1.4630], [-0.0337, 0.8534, -0.2712], [2.7130, -1.0247, 0.8854], [-0.5321, -1.0291, 1.2871], [0.6498, 0.1127, 1.7872], [-2.0421, 0.6671, -0.8381], [0.6494, -0.2487, -2.2072]], "atomic_forces_ev_per_a": [[-2.0, -2.1, -0.6], [-0.1, -0.2, 0.1], [1.1, -1.1, -3.3], [2.1, 0.6, 1.1], [-0.9, 0.2, -0.1], [2.2, 1.7, -0.8], [0.3, 0.7, 1.5], [-0.8, -0.4, -0.4], [-1.9, 0.5, 2.5]], "homo_energy_ev": [-9.0068, -9.0143], "homo_lumo_gap_ev": [7.46, 7.43], "max_force_ev_per_a": 3.67, "relative_energy_kcal_mol": 91.9, "lumo_ev": [-1.5, -1.6], "total_energy_ev": -25772.499}

=====

[14]
{"formula": "H4NOPS2", "method": "wB97M-V/def2-TZVPD", "elements": ["N", "O", "P", "S", "S", "H", "H", "H", "H"], "xyz": [[-1.5477, -0.1585, 0.7007], [1.2537, 0.0052, -1.2458], [0.0111, 0.4977, 0.8681], [-0.0049, 2.3983, 1.3411], [1.2992, -0.9967, 1.3959], [-1.6479, -1.1796, 0.5304], [-2.5093, 0.2473, 0.7094], [1.9437, 0.6359, -1.3942], [1.8632, -0.3941, -0.2885]], "atomic_forces_ev_per_a": [[0.1, -0.8, -0.3], [1.7, -1.4, 3.6], [-1.3, -0.7, 1.3], [0.2, -1.8, -0.8], [-1.1, 1.4, 0.0], [0.7, 1.1, 0.2], [1.8, 0.4, 0.0], [0.4, 1.4, -1.0], [-2.5, 0.3, -2.9]], "homo_energy_ev": -9.4121, "homo_lumo_gap_ev": 8.40, "max_force_ev_per_a": 4.21, "relative_energy_kcal_mol": 51.3, "lumo_ev": -1.0, "total_energy_ev": -34561.566}

=====

[15]
{"formula": "H4NS", "method": "wB97M-V/def2-TZVPD", "elements": ["N", "H", "H", "H", "S", "H"], "xyz": [[-1.4054, 0.1190, 2.2057], [-1.2639, 1.1171, 2.0724], [-0.5405, -0.1731, 2.6545], [-1.2831, -0.2620, 1.2685], [0.7499, -0.0855, -1.1226], [0.3463, -0.0429, -2.3969]], "atomic_forces_ev_per_a": [[0.3, 0.0, 0.0], [-0.1, 0.0, -0.1], [-0.1, 0.0, 0.2], [-0.1, 0.1, -0.2], [0.0, 0.0, 0.2], [-0.1, 0.0, -0.1]], "homo_energy_ev": -2.5366, "homo_lumo_gap_ev": 7.19, "max_force_ev_per_a": 0.33, "total_charge": -1, "relative_energy_kcal_mol": 1.4, "lumo_ev": 4.7, "total_energy_ev": -12391.315}

=====

[16]
{"formula": "H4O2", "method": "wB97M-V/def2-TZVPD", "elements": ["H", "H", "H", "H", "O", "O"], "xyz": [[2.2833, -0.4910, 0.0081], [0.7495, -0.4007, -0.0853], [-1.8653, 0.8453, 0.2054], [-1.9672, -0.6538, 0.3604], [1.5631, 0.1130, 0.0175], [-1.4631, -0.0255, -0.0785]], "atomic_forces_ev_per_a": [[0.8, -0.8, 0.0], [0.1, 0.2, 0.0], [0.9, -1.5, -0.6], [-1.5, -2.0, 1.3], [-0.9, 0.7, 0.0], [0.7, 3.3, -0.7]], "homo_energy_ev": -11.0536, "homo_lumo_gap_ev": 11.86, "max_force_ev_per_a": 3.44, "relative_energy_kcal_mol": 4.2, "lumo_ev": 0.8, "smiles": "O.O", "total_energy_ev": -4159.755}

=====

[17]
{"formula": "H4O2", "method": "wB97M-V/def2-TZVPD", "elements": ["H", "H", "H", "H", "O", "O"], "xyz": [[2.0435, 0.6796, 0.9201], [1.4975, -0.7094, 0.7483], [-1.4285, 0.2979, -0.0196], [-1.8876, -0.6821, -1.2939], [1.2008, 0.2729, 0.6824], [-1.4256, 0.1410, -1.0372]], "atomic_forces_ev_per_a": [[-0.2, 0.4, 0.0], [-1.2, 2.4, -0.3], [-0.1, -1.0, -2.9], [0.3, 0.7, 0.9], [1.3, -2.8, 0.4], [-0.1, 0.2, 1.9]], "homo_energy_ev": -11.0143, "homo_lumo_gap_ev": 11.84, "max_force_ev_per_a": 3.10, "relative_energy_kcal_mol": 11.1, "lumo_ev": 0.8, "smiles": "O.O", "total_energy_ev": -4159.457}

=====

[18]
{"formula": "H4O2", "method": "wB97M-V/def2-TZVPD", "elements": ["H", "H", "H", "H", "O", "O"], "xyz": [[1.1014, 0.0128, 0.6100], [0.9552, -0.2250, -0.8263], [-1.2057, 0.0214, -0.6584], [-1.6371, 0.2290, 0.7684], [1.6696, -0.3099, -0.1068], [-0.8832, 0.2717, 0.2131]], "atomic_forces_ev_per_a": [[0.5, -0.2, 0.1], [2.1, -0.4, 1.3], [-0.1, 0.0, 0.0], [-1.1, 0.0, 0.9], [-1.9, 0.4, -1.5], [0.5, 0.2, -0.8]], "homo_energy_ev": -10.7997, "homo_lumo_gap_ev": 11.30, "max_force_ev_per_a": 2.54, "relative_energy_kcal_mol": 8.6, "lumo_ev": 0.5, "smiles": "O.O", "total_energy_ev": -4159.567}

=====

[19]
{"formula": "H4O2", "method": "wB97M-V/def2-TZVPD", "elements": ["H", "H", "H", "H", "O", "O"], "xyz": [[-0.1045, 0.1372, 0.7235], [-0.6970, -0.9104, 1.8540], [0.1833, -0.4537, -1.1885], [1.0728, 0.7230, -1.6669], [-0.6785, -0.0166, 1.4617], [0.2239, 0.5205, -1.1838]], "atomic_forces_ev_per_a": [[0.6, -0.4, -0.5], [0.6, 0.8, -0.9], [-0.1, 0.5, -0.2], [-1.3, -0.3, 0.8], [-1.3, -0.2, 1.6], [1.5, -0.4, -0.7]], "homo_energy_ev": -11.0747, "homo_lumo_gap_ev": 11.71, "max_force_ev_per_a": 2.06, "relative_energy_kcal_mol": 6.1, "lumo_ev": 0.6, "smiles": "O.O", "total_energy_ev": -4159.675}

=====

[20]
{"formula": "H4O2", "method": "wB97M-V/def2-TZVPD", "elements": ["H", "H", "H", "H", "O", "O"], "xyz": [[-0.3559, -0.4677, 1.3022], [-0.7483, -1.4276, 0.2561], [0.1623, 0.8482, -0.1980], [0.8569, 0.5849, -1.4237], [-0.9902, -0.5200, 0.5842], [1.0752, 0.9821, -0.5207]], "atomic_forces_ev_per_a": [[0.1, 0.4, 0.5], [-0.6, 1.3, 0.1], [0.5, 0.3, 0.6], [1.2, 0.9, 1.4], [0.4, -1.8, -0.3], [-1.4, -1.0, -2.1]], "homo_energy_ev": -11.0597, "homo_lumo_gap_ev": 11.78, "max_force_ev_per_a": 2.75, "relative_energy_kcal_mol": 6.5, "lumo_ev": 0.7, "smiles": "O.O", "total_energy_ev": -4159.656}